The following is a DFT calculation (wB97M-V/def2-TZVPD) of a cluster of 3 separate species, C3H12N2O3 in total at a distorted geometry.

Values from the calculation:
- multiplicity = 1
- E_HOMO (eV) = -8.10
- E (eV) = -12423.446
- F_max (eV/A) = 3.776
- energy relative to the best compared isomer or geometry (same formula, charge and spin) (eV) = 5.903

Cartesian coordinates (Å):
C 0.73147 2.44785 0.82062
C 0.80267 1.49173 -0.26385
C 0.47901 0.13759 -0.09967
N 1.57377 -0.77346 0.13011
O -0.56951 -0.00813 0.77106
N -0.70160 2.68279 1.16940
H 1.28368 2.16131 1.72316
H 1.07702 3.41851 0.53378
H 0.07988 -0.20192 -1.07552
H 1.01340 1.79775 -1.27044
H 1.56444 -1.51923 -0.54426
H 2.47981 -0.36879 0.15668
H -1.09800 1.77357 1.48525
H -1.19501 2.86996 0.29325
H -0.94864 -0.96260 0.64822
H -2.05162 -2.77104 -0.07584
O -1.14262 -2.54644 0.16747
H -0.73461 -2.28533 -1.24647
H -1.17427 -2.68513 -2.70966
O -0.47671 -2.15685 -2.25065